Density functional theory data (ωB97M-V/def2-TZVPD) for one molecule with the formula C2H4P2S2 in a non-equilibrium geometry.

As for the orbital gap (spin up / spin down): 5.655 / 6.463 eV. For the electronic energy, the calculation gives -42384.2203 eV. As for the HOMO energy (spin up / spin down): -7.7 / -8.0 eV. The calculation puts the relative energy (zero: lowest compared OMol25 entry of this formula, charge and spin) at 251.07 kJ/mol.

Geometry as XYZ:
```
10
Properties=species:S:1:pos:R:3:forces:R:3
C 0.318 -0.451 -1.174 1.389 -2.275 2.615
C 0.948 0.669 1.276 -1.147 5.506 -1.406
P 0.530 1.143 -0.321 -0.259 0.678 1.455
P -0.652 -1.726 -0.161 -0.526 0.805 0.316
S -2.061 1.161 -0.241 -0.044 0.234 -0.265
S -2.360 -0.673 0.392 1.150 -0.584 -0.346
H -0.318 -0.382 -2.013 -0.004 0.245 -1.683
H 1.339 -1.008 -1.225 -1.697 1.059 -0.722
H 1.235 -0.272 1.426 1.026 -3.678 1.315
H 1.020 1.538 2.041 0.111 -1.989 -1.278
```
Positions in Å, forces in eV/Å.

Results of the natural (NBO) charge analysis, in e, for atoms 1 through 5: C -1.109; C -0.881; P 0.762; P 0.479; S -0.243